--- w ---
{
  "formula": "C2H5N3OS",
  "method": "wB97M-V/def2-TZVPD",
  "e_homo_ev": -9.5033,
  "homo_lumo_gap_ev": 10.0,
  "smiles": "[H]/N=C(/C=N\\O)NS",
  "lumo_ev": 0.48,
  "symbols": ["H", "N", "C", "C", "N", "O", "N", "S", "H", "H", "H", "H"],
  "coordinates": [[-0.339, -1.791, -1.821], [-0.865, -0.938, -1.598], [-0.349, -0.251, -0.648], [-1.059, 1.056, -0.288], [-0.707, 2.010, 0.533], [0.444, 1.786, 1.223], [0.838, -0.612, 0.021], [1.502, -2.149, -0.122], [-2.012, 1.199, -0.777], [0.495, 2.556, 1.795], [1.189, -0.075, 0.752], [0.862, -2.790, 0.931]],
  "lowdin_charge": [0.008, 0.104, -0.461, -0.056, -0.014, -0.066, -0.397, 0.761, 0.104, 0.104, 0.024, -0.111]
}

--- x ---
{
  "formula": "C2H5N3OS",
  "method": "wB97M-V/def2-TZVPD",
  "e_homo_ev": -8.8719,
  "homo_lumo_gap_ev": 9.2,
  "smiles": "N/N=C(\\N)C(=O)S",
  "lumo_ev": 0.35,
  "symbols": ["N", "N", "C", "N", "C", "O", "S", "H", "H", "H", "H", "H"],
  "coordinates": [[1.870, -1.185, 0.122], [0.513, -1.017, -0.173], [0.017, 0.135, -0.186], [0.653, 1.430, 0.022], [-1.447, 0.344, -0.122], [-2.059, 1.358, -0.002], [-2.237, -1.278, 0.012], [2.371, -0.480, -0.448], [2.199, -2.091, 0.066], [1.577, 1.465, 0.565], [-0.046, 2.150, -0.083], [-3.410, -0.833, 0.227]],
  "lowdin_charge": [0.042, -0.031, -0.441, 0.103, -0.706, 0.037, 0.842, 0.095, 0.047, 0.123, 0.065, -0.177]
}

Stability summary: most stable x, least stable w.

--- w ---
{
  "formula": "C3H14N2O3",
  "method": "wB97M-V/def2-TZVPD",
  "e_homo_ev": -9.2087,
  "homo_lumo_gap_ev": 9.5,
  "smiles": "[H]/N=C/NCC.O.O.O",
  "lumo_ev": 0.28,
  "symbols": ["H", "N", "C", "N", "C", "C", "H", "H", "H", "H", "H", "H", "H", "O", "H", "H", "O", "H", "H", "O", "H", "H"],
  "coordinates": [[-2.329, 0.675, 2.731], [-1.728, 0.217, 2.054], [-1.806, 0.761, 0.904], [-1.076, 0.452, -0.226], [-1.354, 1.269, -1.394], [-0.055, 1.751, -2.131], [-2.595, 1.505, 0.716], [-0.332, -0.200, -0.048], [-1.883, 2.169, -1.031], [-1.770, 0.624, -2.211], [0.754, 2.163, -1.496], [-0.350, 2.484, -2.918], [0.392, 0.901, -2.663], [0.666, -3.275, -1.595], [-0.129, -2.732, -1.580], [1.364, -2.662, -1.336], [2.397, 0.010, -0.095], [3.353, 0.184, -0.101], [2.072, 0.505, -0.864], [1.633, -0.660, 2.746], [0.717, -0.885, 2.976], [1.489, -0.472, 1.806]],
  "lowdin_charge": [0.034, 0.062, -0.331, -0.016, -0.241, -0.106, 0.117, 0.112, 0.112, 0.118, 0.068, 0.081, 0.062, -0.056, 0.023, 0.022, -0.053, 0.066, 0.017, -0.086, 0.018, -0.022]
}

--- x ---
{
  "formula": "C3H14N2O3",
  "method": "wB97M-V/def2-TZVPD",
  "e_homo_ev": -9.1324,
  "homo_lumo_gap_ev": 9.7,
  "smiles": "[H]/N=C/NCC.O.O.O",
  "lumo_ev": 0.60,
  "symbols": ["H", "N", "C", "N", "C", "C", "H", "H", "H", "H", "H", "H", "H", "O", "H", "H", "O", "H", "H", "O", "H", "H"],
  "coordinates": [[-0.079, 3.336, -1.274], [-0.267, 2.901, -0.377], [-0.126, 1.642, -0.396], [-0.471, 0.906, 0.721], [-1.278, -0.305, 0.725], [-1.173, -0.944, 2.101], [0.310, 1.078, -1.222], [-0.718, 1.565, 1.457], [-0.915, -1.002, -0.020], [-2.328, -0.053, 0.569], [-0.182, -1.322, 2.349], [-1.919, -1.729, 2.194], [-1.421, -0.219, 2.881], [2.463, 0.131, 0.714], [1.833, 0.502, 1.357], [2.743, 0.918, 0.228], [1.696, -1.729, -1.687], [1.445, -2.603, -1.375], [1.955, -1.228, -0.899], [-0.826, -0.796, -2.644], [0.019, -1.056, -2.241], [-0.763, 0.007, -3.161]],
  "lowdin_charge": [0.033, 0.077, -0.339, -0.051, -0.254, -0.098, 0.106, 0.125, 0.096, 0.117, 0.070, 0.071, 0.071, -0.065, 0.036, 0.049, -0.050, 0.060, 0.016, -0.079, -0.022, 0.030]
}

Stability summary: most stable x, least stable w.

--- w ---
{
  "formula": "C4H3N",
  "method": "wB97M-V/def2-TZVPD",
  "e_homo_ev": [-8.6205, -8.6193],
  "homo_lumo_gap_ev": [7.4, 7.4],
  "lumo_ev": [-1.21, -1.21],
  "symbols": ["C", "C", "C", "C", "N", "H", "H", "H"],
  "coordinates": [[-1.119, -1.496, -0.095], [-0.359, -0.688, -0.579], [0.677, 1.055, 0.454], [1.171, 1.212, -0.833], [0.481, 0.136, -1.294], [-1.781, -2.170, 0.399], [1.187, 0.424, 1.185], [-0.258, 1.527, 0.763]],
  "lowdin_charge": [0.104, -0.311, 0.090, -0.131, 0.011, 0.021, 0.107, 0.107]
}

--- x ---
{
  "formula": "C4H3N",
  "method": "wB97M-V/def2-TZVPD",
  "e_homo_ev": [-9.0327, -9.0516],
  "homo_lumo_gap_ev": [7.1, 7.6],
  "smiles": "C1=CC=CN=1",
  "lumo_ev": [-1.93, -1.46],
  "symbols": ["C", "C", "C", "C", "N", "H", "H", "H"],
  "coordinates": [[-0.949, 1.137, 0.434], [-0.474, -0.016, 1.075], [0.509, -0.546, 0.170], [0.306, 0.135, -1.147], [-0.527, 1.008, -0.698], [-0.343, -0.280, 2.062], [1.305, -1.171, 0.311], [0.174, -0.267, -2.206]],
  "lowdin_charge": [-0.013, -0.095, -0.052, -0.097, 0.029, 0.050, 0.046, 0.133]
}

Stability summary: most stable x, least stable w.

--- w ---
{
  "formula": "C4H9NP",
  "method": "wB97M-V/def2-TZVPD",
  "e_homo_ev": [-13.4895, -11.9073],
  "homo_lumo_gap_ev": [9.3, 6.2],
  "total_charge": 1,
  "lumo_ev": [-4.19, -5.68],
  "symbols": ["C", "C", "C", "C", "N", "P", "H", "H", "H", "H", "H", "H", "H", "H", "H"],
  "coordinates": [[-0.808, 0.071, 0.817], [-1.907, 0.006, -1.415], [-1.294, -0.840, -0.312], [0.244, 0.629, -0.097], [-0.390, -0.099, -1.267], [3.151, 0.006, 1.887], [-1.524, 0.731, 1.243], [-0.366, -0.483, 1.719], [-2.176, -0.608, -2.400], [-2.221, 1.064, -1.345], [-1.287, -1.961, -0.152], [0.258, 1.817, -0.231], [0.023, -0.499, -2.109], [4.306, -0.649, 2.507], [3.993, 0.815, 1.153]],
  "lowdin_charge": [-0.139, 0.045, -0.133, 0.025, -0.020, 0.563, 0.113, 0.144, 0.182, 0.144, 0.185, 0.164, 0.185, -0.194, -0.265]
}

--- x ---
{
  "formula": "C4H9NP",
  "method": "wB97M-V/def2-TZVPD",
  "e_homo_ev": -14.3825,
  "homo_lumo_gap_ev": 10.9,
  "total_charge": 1,
  "smiles": "P[C@@H]1C[C@H]2C[N@H+]21",
  "lumo_ev": -3.52,
  "symbols": ["P", "C", "C", "C", "C", "N", "H", "H", "H", "H", "H", "H", "H", "H", "H"],
  "coordinates": [[-1.924, -1.631, -0.284], [-0.471, -0.610, -0.694], [0.849, -0.966, 0.001], [0.931, 0.373, 0.710], [0.969, 1.529, -0.209], [-0.301, 0.945, 0.151], [-2.877, -0.622, -0.400], [-1.795, -1.533, 1.101], [-0.412, -0.338, -1.745], [1.678, -1.161, -0.675], [0.745, -1.810, 0.682], [1.190, 0.481, 1.754], [1.171, 2.509, 0.207], [1.299, 1.406, -1.232], [-1.051, 1.427, 0.632]],
  "lowdin_charge": [0.910, -0.395, -0.140, -0.182, -0.022, 0.039, -0.089, -0.082, 0.103, 0.127, 0.113, 0.161, 0.141, 0.138, 0.178]
}

--- y ---
{
  "formula": "C4H9NP",
  "method": "wB97M-V/def2-TZVPD",
  "e_homo_ev": [-14.5356, -14.5361],
  "homo_lumo_gap_ev": [7.7, 7.7],
  "total_charge": 1,
  "lumo_ev": [-6.88, -6.88],
  "symbols": ["C", "C", "C", "C", "N", "P", "H", "H", "H", "H", "H", "H", "H", "H", "H"],
  "coordinates": [[-0.828, 0.496, -2.111], [0.500, 1.263, -2.252], [-0.057, -0.753, 1.267], [-0.083, -0.730, 2.770], [0.825, -0.685, 0.424], [0.647, -0.524, -2.517], [-1.195, 0.453, -1.011], [-1.657, 0.370, -2.860], [0.776, 2.123, -2.927], [0.765, 1.618, -1.243], [-1.039, -0.837, 0.735], [0.572, 0.121, 2.959], [0.167, -1.672, 3.115], [-1.175, -0.649, 2.934], [1.780, -0.594, 0.717]],
  "lowdin_charge": [-0.393, -0.419, -0.291, -0.013, 0.086, 1.203, 0.089, 0.094, 0.108, 0.077, 0.115, 0.101, 0.065, 0.099, 0.080]
}

Stability summary: most stable x, least stable w.

--- w ---
{
  "formula": "C4H7P",
  "method": "wB97M-V/def2-TZVPD",
  "e_homo_ev": -8.6935,
  "homo_lumo_gap_ev": 8.8,
  "smiles": "C#CP(C)C",
  "lumo_ev": 0.10,
  "symbols": ["C", "C", "P", "C", "C", "H", "H", "H", "H", "H", "H", "H"],
  "coordinates": [[-1.366, -1.536, 1.914], [-0.702, -0.774, 0.939], [-0.187, 0.827, 0.478], [-0.854, 0.750, -1.177], [1.580, 0.360, -0.005], [-1.511, -2.507, 2.279], [-0.114, 1.163, -1.786], [-1.926, 1.119, -1.382], [-0.836, -0.316, -1.205], [1.960, 0.242, 0.985], [2.196, 1.228, -0.495], [1.760, -0.555, -0.545]],
  "lowdin_charge": [0.084, -0.356, 0.767, -0.343, -0.310, -0.028, 0.002, 0.080, 0.000, -0.005, 0.078, 0.031]
}

--- x ---
{
  "formula": "C4H7P",
  "method": "wB97M-V/def2-TZVPD",
  "e_homo_ev": [-6.5168, -7.0882],
  "homo_lumo_gap_ev": [6.5, 7.8],
  "lumo_ev": [-0.03, 0.73],
  "symbols": ["C", "C", "C", "C", "P", "H", "H", "H", "H", "H", "H", "H"],
  "coordinates": [[-1.359, 0.606, 0.405], [-0.475, 0.289, -0.543], [-0.580, -0.667, 0.443], [0.059, 0.402, -1.882], [1.773, -0.168, 2.064], [-2.147, 1.210, 0.791], [-0.784, -1.668, 0.635], [0.701, 1.313, -2.140], [-0.853, 0.413, -2.609], [0.518, -0.468, -2.036], [1.972, -0.791, 0.944], [1.966, -1.211, 3.008]],
  "lowdin_charge": [0.077, -0.326, -0.073, -0.029, 0.537, 0.096, 0.058, 0.120, 0.132, 0.025, -0.356, -0.262]
}

Stability summary: most stable w, least stable x.

--- w ---
{
  "formula": "C3H6O3",
  "method": "wB97M-V/def2-TZVPD",
  "e_homo_ev": -9.8964,
  "homo_lumo_gap_ev": 10.5,
  "smiles": "CC=O.O=CO",
  "lumo_ev": 0.57,
  "symbols": ["C", "C", "O", "H", "H", "H", "H", "O", "C", "O", "H", "H"],
  "coordinates": [[1.889, -0.530, 0.489], [1.742, -1.163, -0.857], [2.469, -2.036, -1.256], [1.441, -1.220, 1.207], [2.909, -0.347, 0.795], [1.317, 0.395, 0.581], [0.918, -0.823, -1.498], [-2.588, 0.308, -1.079], [-2.264, 1.076, -0.244], [-2.690, 1.000, 1.081], [-1.566, 1.922, -0.347], [-3.577, 1.417, 1.128]],
  "lowdin_charge": [-0.056, -0.321, 0.039, 0.087, 0.079, 0.065, 0.110, 0.110, -0.369, 0.005, 0.134, 0.116]
}

--- x ---
{
  "formula": "C3H6O3",
  "method": "wB97M-V/def2-TZVPD",
  "e_homo_ev": -10.5851,
  "homo_lumo_gap_ev": 11.4,
  "smiles": "COC(=O)CO",
  "lumo_ev": 0.80,
  "symbols": ["C", "O", "C", "O", "C", "O", "H", "H", "H", "H", "H", "H"],
  "coordinates": [[2.038, -0.446, 0.031], [0.668, -0.701, 0.369], [-0.195, 0.228, -0.040], [0.118, 1.250, -0.609], [-1.641, -0.100, 0.285], [-2.489, 0.599, -0.581], [2.159, -0.457, -1.056], [2.357, 0.525, 0.415], [2.608, -1.254, 0.490], [-1.817, -1.175, 0.188], [-1.817, 0.174, 1.339], [-1.991, 1.384, -0.861]],
  "lowdin_charge": [-0.038, -0.025, -0.480, 0.108, -0.168, -0.042, 0.100, 0.096, 0.094, 0.132, 0.136, 0.086]
}

Stability summary: most stable x, least stable w.